[1]
The following is a DFT calculation (the ωB97M-V functional and the def2-TZVPD basis) of a molecular structure, C2H2I2P.

XYZ file:
```
7
Properties=species:S:1:pos:R:3:nbo_charge:R:1
C 1.01 0.50 0.73 0.1972
C 0.20 -0.29 1.06 -0.5252
P -1.26 -0.41 -0.31 0.5133
I -0.17 -1.75 -2.03 0.0983
I -1.39 1.69 -1.54 0.0757
H 1.55 1.43 0.43 0.3020
H 0.05 -1.16 1.66 0.3387
```

Results
2S+1   1
HOMO level (alpha / beta)   -13.9 / -13.9 eV
Charge   +1
Frontier orbital gap (alpha / beta)   7.1 / 7.1 eV

[2]
The following is a DFT calculation (the ωB97M-V functional and the def2-TZVPD basis) of a molecular structure, C6H9N.

XYZ file:
```
16
Properties=species:S:1:pos:R:3:nbo_charge:R:1
C 2.62 -0.42 -0.02 -0.6371
C 1.19 0.02 -0.08 0.1360
C 0.05 -0.78 -0.20 -0.2686
C -1.08 0.03 -0.08 -0.0461
C -2.52 -0.38 -0.12 -0.6297
C -0.58 1.34 0.09 -0.2455
N 0.87 1.33 0.04 -0.4868
H 2.94 -0.65 1.01 0.2175
H 2.78 -1.32 -0.62 0.2177
H 3.28 0.37 -0.40 0.2287
H 0.05 -1.86 -0.33 0.2158
H -3.17 0.48 -0.33 0.2175
H -2.84 -0.80 0.84 0.2209
H -2.69 -1.14 -0.88 0.2212
H -1.10 2.28 -0.03 0.2330
H 0.21 1.50 1.10 0.4054
```

Results
2S+1   1
HOMO level   -8.7 eV
Charge   0
Frontier orbital gap   9.7 eV

[3]
The following is a DFT calculation (the ωB97M-V functional and the def2-TZVPD basis) of a molecular structure, C24H36F6O12Pb.

XYZ file:
```
79
Properties=species:S:1:pos:R:3:mulliken_charge:R:1
Pb 0.21 -0.39 1.27 2.7056
C 3.15 1.26 -0.46 -0.2309
O 3.35 0.62 -1.71 -0.3659
O 2.28 0.67 0.40 -0.9053
C 4.50 1.85 0.05 0.7223
F 5.05 2.63 -0.90 -0.2958
F 4.35 2.65 1.14 -0.3118
F 5.41 0.89 0.40 -0.2809
C 4.02 -0.65 -1.65 -0.0693
C 3.99 -1.17 -3.09 -1.0205
H 3.31 -2.03 -3.14 0.0875
H 3.60 -0.50 -3.86 0.3043
H 4.99 -1.41 -3.45 0.3505
H 3.68 -1.38 -0.93 0.3251
H 5.09 -0.47 -1.49 0.2647
H 2.60 2.16 -0.81 0.0245
C 0.37 -3.82 0.86 -0.0203
O 0.52 -3.13 -0.38 -0.0797
O 0.15 -2.86 1.83 -0.9319
C -0.60 -4.99 0.70 0.6654
F -1.04 -5.37 1.92 -0.2978
F -1.73 -4.72 0.01 -0.1822
F -0.05 -6.07 0.15 -0.3003
C 1.42 -3.73 -1.28 -0.0472
C 0.92 -3.50 -2.72 -0.8462
H 1.54 -3.96 -3.48 0.4071
H -0.13 -3.77 -2.87 0.2797
H 1.03 -2.42 -2.82 -0.0753
H 1.70 -4.78 -1.17 0.4246
H 2.33 -3.12 -1.29 -0.0774
H 1.34 -4.19 1.21 0.2589
O -0.65 0.52 -1.12 -0.1512
C -1.08 0.72 -2.22 0.0078
O -1.58 1.90 -2.60 -0.3414
C -2.00 1.88 -3.96 -0.5162
C -1.63 0.49 -4.60 -0.7465
C -0.97 -0.21 -3.41 0.3881
H -1.37 2.63 -4.45 0.3056
H -3.07 2.06 -4.02 0.3287
H -0.95 0.67 -5.43 0.2752
H -2.56 0.09 -5.01 0.2693
H 0.08 -0.30 -3.68 -0.0084
H -1.51 -1.12 -3.16 0.1941
O 1.46 0.54 3.24 -0.7809
C 1.74 1.55 3.84 0.3467
O 1.67 1.52 5.17 -0.3889
C 1.82 2.85 5.69 -0.4308
C 2.57 3.63 4.64 -0.7548
C 2.22 2.87 3.29 0.5570
H 2.29 2.80 6.67 0.3619
H 0.84 3.29 5.89 0.2418
H 3.65 3.56 4.72 0.3010
H 2.34 4.69 4.63 0.3672
H 3.16 2.82 2.76 -0.1083
H 1.41 3.36 2.76 0.0577
O -0.76 2.02 1.79 -0.4539
C -1.63 2.83 1.59 0.1230
O -2.09 3.65 2.52 -0.4272
C -2.95 4.66 2.00 -0.4543
C -3.12 4.38 0.49 -0.6468
C -2.15 3.19 0.25 0.3746
H -2.68 5.69 2.20 0.3065
H -3.89 4.35 2.45 0.3151
H -2.88 5.25 -0.12 0.3072
H -4.17 4.11 0.39 0.2635
H -1.34 3.62 -0.34 0.1340
H -2.55 2.32 -0.28 -0.0110
O -2.36 -0.67 1.18 -0.6061
C -3.07 -1.55 0.79 0.3206
O -3.45 -1.63 -0.49 -0.3083
C -4.07 -2.88 -0.84 -0.2630
C -4.32 -3.56 0.49 -0.7309
C -3.49 -2.80 1.53 0.0085
H -3.34 -3.45 -1.42 0.1155
H -4.91 -2.71 -1.51 0.4024
H -4.18 -4.64 0.45 0.3643
H -5.35 -3.33 0.76 0.3001
H -2.54 -3.35 1.54 -0.2083
H -3.96 -2.65 2.50 0.5181
```

Results
2S+1   1
HOMO level   -7.7 eV
Charge   0
Frontier orbital gap   7.9 eV

[4]
The following is a DFT calculation (the ωB97M-V functional and the def2-TZVPD basis) of a single C21H29N3O3S molecule.

XYZ file:
```
57
Properties=species:S:1:pos:R:3:nbo_charge:R:1
C 7.05 -0.54 -0.44 -0.6419
H 8.05 -0.45 -0.85 0.2131
H 6.34 -0.49 -1.25 0.2058
H 6.96 -1.51 0.05 0.2115
C 6.81 0.57 0.58 -0.0544
O 5.62 0.43 1.32 -0.5386
C 4.44 0.63 0.58 -0.0621
C 3.27 0.68 1.55 -0.4158
C 1.94 0.93 0.83 -0.2271
N 1.60 -0.15 -0.06 -0.6507
C 1.70 -0.06 -1.39 0.6613
O 2.01 0.95 -2.00 -0.6304
C 1.28 -1.35 -2.12 -0.3188
N -0.13 -1.60 -1.95 -0.5969
C -0.65 -2.29 -0.90 0.3353
N -1.99 -2.36 -0.79 -0.4147
C -2.90 -1.60 -1.63 -0.2477
C -3.09 -0.16 -1.21 -0.0772
C -2.13 0.55 -0.51 -0.2336
C -2.36 1.86 -0.13 -0.1429
C -3.55 2.50 -0.45 -0.0317
C -4.50 1.79 -1.16 -0.2283
C -4.28 0.48 -1.53 -0.1433
H -5.04 -0.06 -2.08 0.1996
H -5.44 2.27 -1.42 0.2091
C -3.78 3.92 -0.01 -0.6274
H -2.97 4.56 -0.34 0.2217
H -3.84 3.97 1.07 0.2194
H -4.72 4.30 -0.42 0.2142
H -1.60 2.39 0.43 0.2035
H -1.19 0.09 -0.22 0.2236
H -2.56 -1.66 -2.67 0.2134
H -3.87 -2.10 -1.58 0.2249
C -2.60 -2.92 0.42 -0.2734
C -2.97 -1.84 1.38 0.2576
C -2.22 -1.18 2.31 -0.2967
C -3.07 -0.19 2.87 -0.3135
C -4.27 -0.33 2.23 0.0924
O -4.21 -1.32 1.33 -0.4079
H -5.19 0.19 2.33 0.2049
H -2.83 0.51 3.63 0.2286
H -1.20 -1.38 2.57 0.2381
H -3.49 -3.48 0.13 0.2165
H -1.87 -3.59 0.87 0.2742
S 0.36 -3.10 0.16 -0.3103
H -0.72 -0.94 -2.42 0.4038
H 1.83 -2.21 -1.71 0.2502
H 1.49 -1.24 -3.18 0.2260
H 1.41 -1.06 0.35 0.4229
H 2.01 1.83 0.22 0.2277
H 1.14 1.05 1.57 0.1958
H 3.23 -0.27 2.09 0.2054
H 3.44 1.47 2.28 0.2130
H 4.29 -0.18 -0.15 0.1645
H 4.50 1.58 0.02 0.1664
H 7.61 0.56 1.33 0.1841
H 6.82 1.55 0.07 0.1568
```

Results
2S+1   1
SMILES   CCOCCCNC(=O)CNC(=S)N(Cc1ccc(C)cc1)Cc1ccco1
HOMO level   -8.4 eV
Charge   0
Frontier orbital gap   9.1 eV

Total energy per entry: -27586.3761 -7856.0636 -71593.7483 -43695.9524 eV
Largest force on an atom per entry: 0.12650 0.00901 0.07570 0.01796 hartree/bohr
Energy above the lowest of the compared OMol25 structures with the same formula, charge and spin per entry: 26.60 48.33 48.52 50.33 kcal per mole